# C3H6N2O2

A single C3H6N2O2 molecule (wB97M-V/def2-TZVPD, the Open Molecules 2025 dataset).

As for the orbital gap: 10.92 eV. For the energy, the calculation gives -10282.9744 eV. The strongest force on any atom comes out at 0.42 eV/Å. As for the LUMO energy: 0.032 Eh. The SMILES is [H]/N=C/OCC(N)=O. As for the energy relative to the best compared isomer or geometry (same formula, charge and spin): 42.0 kcal per mole.

Each line ends with the natural charge from an NBO analysis.
Positions of all 13 atoms, in Å:
H1 2.0356 1.6617 -1.2723  0.350
N1 1.5797 0.7722 -1.0703  -0.676
C1 1.7047 0.5373 0.1605  0.423
O1 1.2594 -0.5950 0.7604  -0.527
C2 -0.1102 -0.9516 0.7807  -0.149
C3 -1.0101 0.1334 0.1913  0.652
N2 -1.9247 -0.2846 -0.7253  -0.811
O2 -0.9191 1.2857 0.5664  -0.601
H2 2.2161 1.1693 0.8896  0.149
H3 -0.2493 -1.9287 0.3044  0.182
H4 -0.3691 -1.0545 1.8401  0.209
H5 -2.3656 0.4446 -1.2666  0.406
H6 -1.8474 -1.1899 -1.1589  0.395